{
  "formula": "C4H7NO2",
  "method": "ωB97M-V with the def2-TZVPD basis set",
  "elements": ["O", "C", "C", "N", "C", "C", "O", "H", "H", "H", "H", "H", "H", "H"],
  "coordinates": [[-0.016, -2.494, 0.275], [-0.273, -1.561, -0.445], [-1.254, 1.064, 0.369], [-0.292, 0.853, -0.713], [0.567, -0.296, -0.542], [1.606, -0.206, 0.569], [1.862, 0.833, 1.129], [-1.720, 0.110, 0.644], [-1.159, -1.558, -1.113], [-0.820, 1.496, 1.280], [-2.056, 1.716, 0.008], [0.292, 1.678, -0.800], [1.148, -0.424, -1.474], [2.150, -1.143, 0.801]],
  "homo_lumo_gap_ev": 10.083,
  "mol_weight_g_mol": 101.10,
  "de_lowest_ev": 1.9293
}